{"formula": "CH4BrP", "method": "ωB97M-V/def2-TZVPD", "total_charge": 0, "de_lowest_ev": 3.155, "gap_ev": [8.390, 7.698], "e_lumo_ev": [-1.0, -0.8], "e_tot_ha": -2955.752854, "homo_ev": [-9.4, -8.5], "species": ["C", "P", "Br", "H", "H", "H", "H"], "positions_angstrom": [[0.00697, -0.54352, 0.62259], [-0.64124, 0.03870, -1.07249], [-1.50586, 1.91061, -0.43025], [-0.72625, -0.71722, 1.34626], [0.81350, 0.27423, 0.75901], [0.38090, -1.55496, 0.35787], [1.67197, 0.59216, -1.58298]], "forces_ev_per_a": [[2.03, 0.88, -2.99], [1.99, -0.62, 0.32], [-0.29, 0.81, 0.14], [-1.15, 0.49, 1.25], [-1.30, -1.90, 0.71], [0.53, 0.69, 0.30], [-1.82, -0.35, 0.27]]}

=====

{"formula": "C5H14N2O", "method": "ωB97M-V/def2-TZVPD", "total_charge": 0, "de_lowest_ev": 4.154, "gap_ev": 8.984, "e_lumo_ev": 0.9, "e_tot_ha": -383.548059, "homo_ev": -8.1, "smiles": "CN(C)NC(C)(C)O", "species": ["C", "C", "C", "C", "C", "N", "N", "O", "H", "H", "H", "H", "H", "H", "H", "H", "H", "H", "H", "H", "H", "H"], "positions_angstrom": [[1.77866, 0.62956, -1.43539], [-0.70016, 1.20391, -1.86809], [0.26942, -0.58328, 2.60954], [-1.40843, -1.17080, 1.02262], [0.32700, 0.31312, -1.20598], [0.22604, 0.51395, 0.51929], [-0.15160, -0.64556, 1.22875], [0.05413, -1.04588, -1.63831], [1.92716, 1.54208, -0.89395], [2.15874, 0.74049, -2.44610], [2.48921, -0.09615, -0.98880], [-1.56319, 1.52148, -1.09495], [-1.27603, 0.75635, -2.64826], [-0.33849, 2.13570, -2.21956], [-0.46425, 0.00051, 3.22088], [0.35203, -1.55638, 2.96167], [1.34240, -0.16911, 2.74945], [-2.23678, -0.48004, 1.47693], [-1.58667, -1.36318, -0.05146], [-1.62305, -2.04812, 1.59815], [-0.49582, 1.17789, 0.68420], [0.91966, -1.37652, -1.58061]], "forces_ev_per_a": [[0.85, 0.01, 0.37], [-2.50, 0.90, 2.78], [1.25, 2.20, -0.24], [-3.40, 1.13, -0.17], [-0.80, -1.34, 1.78], [0.31, -1.38, -2.44], [3.46, 0.05, -0.18], [-0.98, 2.35, 0.78], [0.47, 0.65, 0.13], [-0.66, 0.13, -0.48], [-0.76, 0.10, 0.20], [1.93, -0.74, -1.44], [0.12, -0.73, -0.62], [0.73, 0.84, -0.34], [0.53, -0.21, -0.09], [-0.26, -1.91, 0.93], [-1.94, -0.27, -0.59], [0.75, -0.39, -0.98], [-0.11, 0.15, 0.71], [0.51, -0.92, 0.17], [-1.03, 1.05, -0.31], [1.55, -1.64, 0.05]]}

=====

{"formula": "C39H52O39", "method": "ωB97M-V/def2-TZVPD", "total_charge": 0, "de_lowest_ev": 2.318, "gap_ev": 10.117, "e_lumo_ev": -0.1, "e_tot_ha": -4451.763438, "homo_ev": -10.2, "species": ["C", "C", "O", "C", "O", "O", "H", "H", "H", "H", "C", "C", "O", "C", "O", "O", "H", "H", "H", "H", "C", "C", "O", "C", "O", "O", "H", "H", "H", "H", "C", "C", "O", "C", "O", "O", "H", "H", "H", "H", "C", "C", "O", "C", "O", "O", "H", "H", "H", "H", "C", "C", "O", "C", "O", "O", "H", "H", "H", "H", "C", "C", "O", "C", "O", "O", "H", "H", "H", "H", "C", "C", "O", "C", "O", "O", "H", "H", "H", "H", "C", "C", "O", "C", "O", "O", "H", "H", "H", "H", "C", "C", "O", "C", "O", "O", "H", "H", "H", "H", "C", "C", "O", "C", "O", "O", "H", "H", "H", "H", "C", "C", "O", "C", "O", "O", "H", "H", "H", "H", "C", "C", "O", "C", "O", "O", "H", "H", "H", "H"], "positions_angstrom": [[10.12617, 11.86332, 10.69821], [11.23328, 11.37557, 11.66406], [12.24402, 10.94111, 10.73756], [11.66695, 10.66415, 9.50534], [12.21682, 10.11181, 8.58543], [10.37941, 11.03312, 9.52542], [10.26301, 12.94786, 10.46084], [9.10655, 11.75271, 11.07720], [10.89386, 10.54541, 12.27684], [11.57509, 12.20205, 12.21745], [21.26422, 13.27131, 11.19212], [21.37134, 14.75145, 10.82378], [19.91275, 15.03078, 10.65198], [19.25325, 14.10655, 11.36857], [18.00300, 14.09931, 11.45249], [20.01750, 13.20516, 11.95569], [22.11432, 12.88720, 11.73156], [21.16996, 12.60885, 10.33787], [21.81146, 14.97080, 9.85395], [21.71114, 15.45893, 11.56620], [18.10856, 16.02518, 16.90199], [17.92812, 17.45839, 16.32378], [18.64910, 17.39006, 15.06877], [18.82014, 16.05216, 14.69881], [19.17836, 15.73348, 13.65561], [18.41780, 15.23842, 15.73399], [17.19467, 15.58518, 17.28557], [18.87393, 15.94737, 17.69710], [18.39453, 18.22200, 16.92400], [16.90615, 17.78965, 16.15466], [12.04468, 13.44742, 17.39970], [11.85933, 14.28432, 16.04741], [13.20402, 14.61178, 15.74064], [13.98351, 14.69226, 16.80542], [15.11665, 15.09329, 16.81613], [13.33552, 14.07378, 17.80373], [12.10246, 12.35922, 17.17241], [11.33108, 13.70434, 18.19784], [11.26012, 15.21506, 16.16880], [11.42548, 13.71472, 15.20667], [17.59332, 15.92262, 8.84069], [16.05280, 15.79512, 8.92151], [15.58020, 16.17135, 7.56263], [16.64394, 16.63445, 6.83562], [16.60760, 17.00328, 5.73421], [17.78688, 16.70198, 7.65435], [18.08418, 14.92068, 8.79763], [18.03626, 16.47756, 9.68576], [15.65144, 16.42917, 9.71742], [15.64220, 14.81917, 9.11151], [11.93388, 17.06882, 7.89626], [12.61215, 16.79633, 9.27401], [11.92356, 17.72801, 10.12288], [11.39194, 18.66865, 9.33463], [10.89332, 19.71737, 9.71622], [11.53319, 18.42448, 7.94390], [11.02704, 16.45285, 7.67714], [12.66332, 16.92509, 7.05900], [13.65893, 17.02227, 9.42238], [12.41227, 15.80320, 9.69595], [14.27638, 11.53288, 6.76327], [15.18550, 11.47819, 8.01607], [14.46725, 12.32852, 8.90914], [13.55356, 13.09892, 8.27488], [12.96248, 13.93728, 8.81307], [13.48010, 12.72491, 7.02414], [13.53966, 10.74039, 6.63306], [14.74725, 11.72769, 5.80366], [16.18514, 11.86807, 7.89686], [15.22258, 10.45709, 8.49161], [18.16129, 19.47720, 10.55093], [18.24865, 18.56240, 11.80199], [16.88096, 18.28981, 12.09429], [16.10610, 18.66281, 11.05458], [14.92655, 18.48523, 10.97498], [16.81689, 19.24560, 10.11957], [18.76824, 19.09975, 9.74355], [18.34669, 20.53560, 10.65601], [18.63120, 19.02597, 12.72542], [18.85321, 17.68379, 11.71005], [15.35508, 10.42660, 11.91238], [14.85766, 10.37304, 13.35646], [13.75146, 9.49479, 13.18598], [13.96774, 8.62590, 12.11258], [13.32205, 7.69091, 11.86109], [15.05379, 9.05854, 11.39164], [16.41917, 10.69019, 11.86512], [14.70099, 11.12427, 11.36804], [14.44349, 11.27883, 13.79468], [15.69316, 9.91130, 13.94919], [14.27340, 18.94731, 14.17773], [12.74844, 18.68345, 14.50095], [12.82124, 18.12560, 15.88470], [14.07122, 18.42793, 16.46476], [14.37016, 18.12475, 17.57478], [14.90759, 18.99347, 15.45607], [14.38943, 19.84949, 13.56082], [14.66246, 18.13271, 13.56869], [12.45528, 17.87751, 13.83386], [12.17751, 19.59674, 14.49810], [15.24297, 13.74244, 12.08237], [15.37343, 15.06544, 12.79881], [14.02790, 15.63091, 12.60118], [13.20489, 14.67479, 12.26640], [12.04971, 14.87323, 12.07489], [13.81156, 13.45160, 12.11770], [15.70229, 12.86055, 12.54441], [15.64544, 13.86824, 11.10341], [16.15320, 15.66251, 12.28817], [15.60263, 15.09392, 13.86415], [7.24393, 15.09234, 11.47176], [7.56038, 16.43100, 12.18807], [8.32156, 15.91441, 13.30649], [8.81825, 14.70320, 13.06704], [9.53840, 14.08751, 13.80012], [8.27339, 14.23200, 11.96071], [7.14155, 15.19814, 10.39908], [6.26117, 14.76176, 11.79693], [6.61053, 16.90897, 12.52677], [8.08324, 17.11361, 11.55932], [18.12962, 12.43957, 14.73327], [19.33935, 12.34024, 15.64872], [19.89042, 10.97627, 15.35366], [19.17471, 10.41397, 14.33851], [19.44292, 9.35427, 13.85433], [18.13634, 11.17480, 13.97789], [18.30165, 13.23651, 14.01835], [17.18042, 12.66427, 15.20612], [19.13700, 12.31280, 16.71413], [20.08053, 13.10967, 15.49836]], "forces_ev_per_a": [[0.66, 0.42, 0.21], [-1.26, -0.25, -1.69], [-0.12, -0.39, -1.03], [0.32, -0.48, 0.91], [-0.32, 0.85, 1.01], [-0.35, 0.63, 0.13], [0.08, -0.93, -0.12], [0.25, -0.40, -0.31], [0.20, -0.13, 0.09], [0.69, 0.76, 0.86], [0.61, 0.19, 0.32], [-1.94, -0.22, -0.78], [0.94, -0.66, 0.53], [-4.92, 0.78, 0.13], [3.64, 0.10, -0.28], [1.46, 0.00, -0.73], [-0.02, 0.03, 0.75], [-0.26, 0.20, -0.38], [0.20, -0.23, 0.11], [0.31, -0.25, 0.43], [-0.65, 0.40, 0.09], [0.43, -0.56, 0.06], [-0.02, -1.49, -0.10], [-2.35, 2.69, 4.91], [1.57, -1.53, -3.50], [0.96, 0.59, -0.84], [-0.16, 0.32, 0.10], [0.04, 0.04, -0.78], [0.32, 0.11, 0.27], [-0.12, -0.45, -0.18], [0.67, 2.09, -1.53], [-1.00, -0.73, 0.87], [0.16, 0.97, -1.91], [-0.41, -1.53, 0.10], [-0.72, 0.02, 0.12], [-0.18, -0.93, 1.45], [0.42, 0.79, 0.54], [0.29, -0.32, -0.50], [0.49, -0.61, 0.09], [0.34, 0.27, 0.50], [-0.40, -0.33, 0.06], [0.00, 0.48, -0.59], [1.26, -0.10, 1.08], [0.39, -0.20, 3.25], [-0.02, 0.42, -1.77], [-0.80, -0.66, -0.72], [-0.24, 0.85, -0.29], [-0.34, -0.32, -0.37], [-0.18, 0.38, -0.59], [0.25, -0.58, -0.06], [1.27, -1.33, -1.07], [-1.18, -0.81, 0.29], [-0.79, 0.77, -0.94], [-0.72, 3.38, -0.49], [0.76, -2.30, -0.44], [0.04, -0.27, 2.90], [0.79, 0.15, 0.50], [-0.65, 0.13, 0.68], [0.27, 0.14, -0.75], [0.03, 0.41, -0.48], [-0.42, 0.75, -0.09], [-1.25, -1.35, 0.26], [0.68, 0.10, 0.95], [2.30, -2.98, -0.65], [-1.95, 2.54, 1.34], [-0.31, -0.05, -1.48], [0.41, -0.27, 0.42], [0.41, -0.12, 0.15], [0.27, 0.14, -0.30], [-0.03, 1.01, -0.62], [0.07, -1.32, -0.10], [0.24, 1.77, 1.17], [-0.29, -0.55, -0.13], [-0.81, -0.34, 0.47], [0.11, -0.21, 0.31], [0.48, 0.90, -0.86], [0.46, -0.02, -0.17], [-0.12, 0.23, 0.44], [0.02, 0.28, -0.55], [-0.10, -0.87, -0.57], [-0.59, 0.21, -0.23], [0.85, -1.26, -0.72], [-0.31, -1.40, -0.21], [1.62, 2.54, 0.62], [-1.07, -1.37, -0.20], [-0.10, 1.45, 1.36], [-0.31, -0.48, -0.39], [0.47, -0.23, -0.22], [0.40, 0.17, -0.16], [-1.05, 0.35, 0.04], [-1.58, -0.31, -0.17], [2.52, -0.97, 0.98], [1.53, 1.24, -0.37], [-1.02, -0.64, -2.54], [0.17, 0.76, -0.89], [-0.81, -0.39, 1.72], [0.21, 0.05, 0.74], [0.15, -0.15, 0.32], [-0.74, 0.25, 0.12], [-0.46, -0.02, 0.00], [-0.49, -1.22, 1.38], [0.12, 0.82, -0.22], [2.36, 0.56, 0.47], [-0.79, -1.15, -0.67], [-0.95, -0.35, 0.00], [0.67, 1.50, -0.13], [0.27, 0.62, 0.00], [-0.28, -0.31, -0.96], [-0.73, 0.04, 0.24], [-0.25, -0.41, 0.08], [-0.60, 1.25, 0.73], [-1.40, -1.65, 0.36], [0.09, 1.94, 0.39], [-0.30, -0.13, 0.92], [-0.15, 0.34, -0.45], [-0.39, -1.11, -1.98], [0.87, -0.35, -0.27], [0.06, -0.52, 0.33], [0.96, -0.33, 0.10], [0.94, 0.50, -0.08], [0.68, -0.01, -1.03], [0.25, -1.97, 0.54], [-0.68, 1.51, -0.45], [0.73, -0.45, 0.53], [-0.19, 0.47, 0.10], [-0.60, 1.14, 0.65], [-0.08, -0.02, -0.28], [-0.17, -0.62, 0.23], [-0.37, 0.08, 0.06], [0.32, -0.04, -0.46]]}